11
Properties=species:S:1:pos:R:3:forces:R:3:nbo_charge:R:1 method="wB97M-V/def2-TZVPD" e_above_lowest_kj_mol=429.4 orbital_gap_ev=8.595 spin_multiplicity=1 homo_energy_ev=-9.75
C 0.648680 0.942186 -0.458249 0.4 -0.9 -1.5 0.06
C 1.197824 -0.361695 -0.113744 0.1 0.5 1.0 -0.30
N -0.209009 -0.684540 -0.039811 -1.5 -0.7 0.8 -0.70
C -1.691237 -0.092745 0.648250 0.2 2.0 1.5 0.96
O -1.455995 1.095176 0.858459 -0.2 -0.4 -0.2 -0.71
O -2.600953 -0.865671 0.782539 1.5 -0.4 -0.8 -0.61
H -0.432599 -1.648094 -0.267295 0.1 0.2 -1.4 0.41
H 0.757770 1.813954 0.164990 -0.8 -0.2 0.6 0.24
H 0.367558 1.147865 -1.481653 0.0 -0.2 0.0 0.21
H 1.683047 -0.910395 -0.920272 -0.1 0.1 0.0 0.23
H 1.734916 -0.436041 0.826787 0.3 0.1 0.0 0.21